[1]
44
Properties=species:S:1:pos:R:3:forces:R:3:nbo_charge:R:1 method="wB97M-V/def2-TZVPD" orbital_gap_ev=4.011 lumo_energy_ev=2.121 e_tot_ha=-1193.7867 charge=-1 e_homo_ev=-1.89
F -2.9424 -3.8136 -4.0725 -0.7 0.2 0.4 -0.340
C -3.7345 -3.2083 -3.1372 0.3 0.1 0.3 0.984
F -4.5776 -2.3671 -3.8114 0.3 -0.7 0.3 -0.340
F -4.5143 -4.1954 -2.5842 0.1 0.4 -0.7 -0.348
C -2.9385 -2.4954 -2.0875 -0.3 -0.4 -0.6 -0.248
C -3.5485 -1.4831 -1.3451 0.3 0.1 0.1 -0.184
C -2.8071 -0.7919 -0.4082 0.1 -0.2 -0.2 -0.221
C -1.4305 -1.0879 -0.1933 0.8 0.7 -0.1 -0.011
C -0.6216 -0.1631 0.5832 -0.8 -1.3 3.0 -0.362
C 0.2781 -0.5386 1.6586 -2.1 1.2 -2.4 0.031
C 0.3339 0.3035 2.8150 0.3 0.4 1.1 -0.377
C 1.2550 0.0665 3.8382 -0.2 0.2 -0.5 -0.285
C 2.2579 -0.9031 3.6439 0.6 0.3 1.0 -0.440
C 2.1969 -1.7532 2.5365 -0.8 -0.4 -1.0 -0.194
C 1.1771 -1.6236 1.5941 1.3 -1.0 0.6 -0.307
C -0.8673 -2.1582 -0.9236 -0.3 -0.4 -0.1 -0.211
C -1.6169 -2.8587 -1.8580 0.1 0.3 0.3 -0.180
H -4.5910 -1.2322 -1.5324 0.2 0.0 0.1 0.212
H -3.2824 0.0023 0.1646 0.2 -0.1 -0.1 0.207
H -1.1437 0.7805 0.7770 0.1 -0.2 0.0 0.194
H -0.4002 1.1104 2.9274 0.2 -0.4 -0.1 0.222
H 1.2382 0.6625 4.7610 0.0 -0.2 -0.4 0.214
H 3.0057 -1.0772 4.4176 -0.2 0.1 -0.2 0.207
H 2.9401 -2.5485 2.4073 -0.3 0.3 0.1 0.205
H 1.0861 -2.3629 0.7971 0.2 0.4 0.3 0.210
H 0.1863 -2.4042 -0.8170 -0.3 0.1 -0.1 0.192
H -1.1627 -3.6587 -2.4342 0.0 0.1 0.0 0.212
C -0.2785 2.5998 -1.8340 0.4 0.3 0.8 -0.391
Li 2.3058 1.0918 2.1720 -0.2 -0.1 -0.3 0.905
C -0.2806 1.2049 -2.0642 1.3 0.6 1.1 -0.232
C 0.7376 0.6050 -1.2384 1.2 1.2 -2.1 -0.316
C 1.5154 1.6642 -0.6618 -0.8 -1.5 -0.4 -0.127
C 0.7981 2.8962 -0.9192 -0.3 0.1 -0.4 -0.016
C 1.2498 4.0602 -0.2797 0.0 0.0 -0.1 -0.216
C 2.3789 4.0390 0.5468 -0.4 0.1 -0.1 -0.318
C 3.1169 2.8443 0.7114 0.4 -0.8 0.0 -0.359
C 2.7260 1.6460 0.0653 -0.3 0.6 0.5 -0.343
H -0.9919 3.3606 -2.1641 0.2 -0.4 -0.1 0.192
H -0.9404 0.6901 -2.7525 0.0 -0.1 0.2 0.202
H 1.1313 -0.4050 -1.3486 -0.3 0.1 0.1 0.191
H 0.6938 4.9830 -0.4569 0.2 0.0 0.2 0.191
H 2.7228 4.9579 1.0374 -0.2 -0.4 -0.2 0.195
H 4.0210 2.8545 1.3361 -0.1 0.1 -0.4 0.192
H 3.3181 0.7066 0.1337 -0.3 0.7 0.0 0.207

[2]
13
Properties=species:S:1:pos:R:3:forces:R:3:nbo_charge:R:1 method="wB97M-V/def2-TZVPD" orbital_gap_ev=9.267 lumo_energy_ev=0.804 de_lowest_ev=0.1869 e_tot_ha=-915.4701 e_homo_ev=-8.46
C -1.9482 -1.5549 0.4985 0.0 -0.1 -0.1 -0.624
C -0.5653 -0.9427 0.4669 0.3 0.6 -0.3 -0.512
S -0.6388 0.6450 -0.4623 0.0 0.1 0.5 0.062
S 0.8261 1.7659 0.4468 -0.2 -0.1 -0.4 0.058
C 2.1314 1.8635 -0.8428 -0.1 -0.3 1.2 -0.730
H -2.6203 -0.9536 1.1065 0.0 0.1 0.0 0.217
H -2.3972 -1.6442 -0.4868 0.0 0.0 -0.2 0.210
H -1.9025 -2.5487 0.9242 0.0 -0.3 0.1 0.217
H 0.2207 -1.5246 -0.0159 -0.3 -0.4 0.1 0.209
H -0.2400 -0.7162 1.4756 0.1 0.1 0.1 0.221
H 3.0298 1.4248 -0.4194 0.2 0.0 -0.1 0.215
H 2.2866 2.9195 -1.0071 0.1 0.1 -0.6 0.221
H 1.8177 1.2663 -1.6844 -0.1 0.3 -0.4 0.236

[3]
56
Properties=species:S:1:pos:R:3:forces:R:3:nbo_charge:R:1 method="wB97M-V/def2-TZVPD" orbital_gap_ev=9.771 lumo_energy_ev=0.610 de_lowest_ev=1.9659 e_tot_ha=-1762.2729 e_homo_ev=-9.16
C -6.9804 1.2632 0.5720 0.0 0.0 0.0 -0.246
O -6.2426 0.4346 -0.3245 0.0 0.0 0.0 -0.520
C -4.9610 0.1904 0.0823 0.0 0.0 0.0 0.252
C -3.9180 0.9569 -0.4418 0.0 0.0 0.0 0.054
C -4.2071 2.0530 -1.4280 0.0 0.0 0.0 -0.655
C -2.6201 0.6677 -0.0506 0.0 0.0 0.0 -0.192
C -2.3414 -0.3622 0.8414 0.0 0.0 0.0 -0.141
C -0.8991 -0.6023 1.1737 0.0 0.0 0.0 0.673
O -0.0097 -0.1046 0.5000 0.0 0.0 0.0 -0.650
N -0.6128 -1.3825 2.2427 0.0 0.0 0.0 -0.606
C 0.7714 -1.6659 2.5822 0.0 0.0 0.0 -0.222
C 1.3620 -2.8104 1.7630 0.0 0.0 0.0 -0.427
C 2.8650 -2.8958 1.9322 0.0 0.0 0.0 -0.054
O 3.4420 -1.8045 1.2438 0.0 0.0 0.0 -0.544
C 4.8118 -1.6310 1.5077 0.0 0.0 0.0 -0.064
C 5.3739 -0.6549 0.4914 0.0 0.0 0.0 -0.241
N 5.4995 -1.2239 -0.8326 0.0 0.0 0.0 -0.600
C 4.6283 -1.1042 -1.8741 0.0 0.0 0.0 0.621
O 4.7427 -1.7685 -2.8867 0.0 0.0 0.0 -0.590
C 3.5682 -0.1163 -1.7221 0.0 0.0 0.0 -0.195
C 2.6481 0.6510 -1.6457 0.0 0.0 0.0 0.181
C 1.5030 1.5448 -1.5710 0.0 0.0 0.0 -0.366
C 1.7356 2.9582 -2.1288 0.0 0.0 0.0 -0.416
C 0.3185 3.3951 -2.5429 0.0 0.0 0.0 -0.070
O -0.5245 2.2442 -2.4398 0.0 0.0 0.0 -0.539
C 0.3107 1.0962 -2.4147 0.0 0.0 0.0 -0.051
C -3.3808 -1.1338 1.3424 0.0 0.0 0.0 -0.207
C -4.6809 -0.8518 0.9608 0.0 0.0 0.0 -0.075
Cl -5.9753 -1.8375 1.5631 0.0 0.0 0.0 0.010
H -7.9666 1.3916 0.1339 0.0 0.0 0.0 0.199
H -7.0753 0.7923 1.5522 0.0 0.0 0.0 0.182
H -6.4990 2.2384 0.6820 0.0 0.0 0.0 0.171
H -3.2767 2.4390 -1.8416 0.0 0.0 0.0 0.236
H -4.8310 1.6834 -2.2416 0.0 0.0 0.0 0.230
H -4.7483 2.8772 -0.9591 0.0 0.0 0.0 0.215
H -1.7989 1.2471 -0.4539 0.0 0.0 0.0 0.246
H -1.3517 -1.7262 2.8273 0.0 0.0 0.0 0.398
H 1.3529 -0.7628 2.3985 0.0 0.0 0.0 0.229
H 0.8190 -1.8953 3.6482 0.0 0.0 0.0 0.194
H 0.9044 -3.7590 2.0542 0.0 0.0 0.0 0.203
H 1.1452 -2.6422 0.7064 0.0 0.0 0.0 0.233
H 3.1373 -2.8561 2.9981 0.0 0.0 0.0 0.157
H 3.2528 -3.8387 1.5274 0.0 0.0 0.0 0.175
H 4.9607 -1.2400 2.5242 0.0 0.0 0.0 0.168
H 5.3439 -2.5908 1.4382 0.0 0.0 0.0 0.163
H 4.7193 0.2144 0.4344 0.0 0.0 0.0 0.232
H 6.3558 -0.3122 0.8255 0.0 0.0 0.0 0.200
H 6.1871 -1.9470 -0.9805 0.0 0.0 0.0 0.400
H 1.1668 1.5945 -0.5347 0.0 0.0 0.0 0.262
H 2.1825 3.6249 -1.3935 0.0 0.0 0.0 0.218
H 2.3986 2.9107 -2.9925 0.0 0.0 0.0 0.213
H -0.0939 4.1628 -1.8873 0.0 0.0 0.0 0.182
H 0.3033 3.7730 -3.5690 0.0 0.0 0.0 0.174
H 0.6376 0.8207 -3.4250 0.0 0.0 0.0 0.167
H -0.2384 0.2740 -1.9637 0.0 0.0 0.0 0.216
H -3.2139 -1.9791 1.9966 0.0 0.0 0.0 0.216

[4]
15
Properties=species:S:1:pos:R:3:forces:R:3:nbo_charge:R:1 method="wB97M-V/def2-TZVPD" orbital_gap_ev=4.917 lumo_energy_ev=-3.266 de_lowest_ev=7.7889 e_tot_ha=-287.5462 e_homo_ev=-8.18
C 1.1045 1.3524 -0.6597 -0.6 0.6 1.9 0.203
N 0.7009 2.0230 0.3430 1.3 -2.3 -3.5 -0.273
C -0.5150 -1.7946 -0.5470 -2.7 0.5 -0.2 -0.344
C -1.4608 -0.7968 0.0757 1.6 1.6 0.8 -0.498
C -0.9806 -0.2163 1.4267 2.1 -1.9 0.5 -0.593
O 1.4861 -0.0644 -0.6530 -0.3 1.6 0.0 -0.704
H 1.2831 1.7325 -1.7201 -0.2 -0.1 1.4 0.226
H -0.3609 -2.6695 0.0704 0.8 0.0 0.1 0.203
H 0.6978 -0.7352 -0.6848 -0.5 -0.3 0.1 0.416
H -0.8414 -2.0460 -1.5676 0.8 0.1 0.1 0.206
H -0.0167 0.4012 1.2188 -1.3 -0.8 0.5 0.248
H -1.6867 0.4625 1.8448 -0.6 0.4 0.4 0.215
H -0.7004 -1.0744 2.1924 -0.6 1.8 -1.4 0.199
H -1.5516 0.1196 -0.5270 -0.1 -0.4 -0.5 0.224
H -2.5069 -1.1042 0.2219 0.2 -0.7 -0.2 0.272

[5]
9
Properties=species:S:1:pos:R:3:forces:R:3:nbo_charge:R:1 method="wB97M-V/def2-TZVPD" orbital_gap_ev=10.099 lumo_energy_ev=-0.084 de_lowest_ev=1.8134 e_tot_ha=-3036.1229 e_homo_ev=-10.18
C 1.7652 0.8606 0.4201 2.3 0.2 -1.0 0.150
N 0.8489 0.9000 1.0993 0.4 0.8 1.4 -0.355
N -1.4107 1.4422 -1.5560 -0.4 1.1 -0.3 -0.017
N -0.9548 0.6226 -0.9512 -2.2 0.4 -0.4 0.247
N -0.3629 -0.2628 -0.4288 2.1 -3.5 -0.7 -0.305
N -0.9311 -1.2434 0.5410 1.1 2.6 -3.0 0.682
O -0.2477 -2.1991 0.5681 0.0 -1.3 1.0 -0.297
O -1.9029 -0.8532 1.0544 -2.2 -0.5 2.0 -0.311
Br 3.1960 0.7330 -0.7469 -1.2 0.1 0.9 0.207

[6]
10
Properties=species:S:1:pos:R:3:forces:R:3:nbo_charge:R:1 method="wB97M-V/def2-TZVPD" orbital_gap_ev=8.205 lumo_energy_ev=-5.287 de_lowest_ev=3.9266 e_tot_ha=-640.6072 charge=+1 e_homo_ev=-13.49
C -0.4729 1.0344 -1.6838 0.7 -0.5 -0.9 -0.020
C 0.6685 -1.3624 -1.4247 -0.4 0.5 0.6 -0.489
N -0.7802 0.9240 -0.4934 0.4 1.0 0.5 -0.088
N -0.9240 0.1850 0.4633 -0.7 -1.9 0.7 0.184
N -0.3603 0.2262 1.6096 0.4 0.7 -0.4 -0.459
S 0.5603 -0.2646 -2.5661 -0.2 0.0 0.3 0.548
H -0.8081 1.8506 -2.2993 -0.2 0.3 0.0 0.253
H 1.1873 -2.2894 -1.6066 0.2 -0.2 -0.4 0.226
H -0.7422 -0.3885 2.3189 -0.1 0.0 -0.3 0.436
H 0.4776 0.7671 1.8149 -0.1 0.1 -0.2 0.409

Copy entry 2 word for word.
13
Properties=species:S:1:pos:R:3:forces:R:3:nbo_charge:R:1 method="wB97M-V/def2-TZVPD" orbital_gap_ev=9.267 lumo_energy_ev=0.804 de_lowest_ev=0.1869 e_tot_ha=-915.4701 e_homo_ev=-8.46
C -1.9482 -1.5549 0.4985 0.0 -0.1 -0.1 -0.624
C -0.5653 -0.9427 0.4669 0.3 0.6 -0.3 -0.512
S -0.6388 0.6450 -0.4623 0.0 0.1 0.5 0.062
S 0.8261 1.7659 0.4468 -0.2 -0.1 -0.4 0.058
C 2.1314 1.8635 -0.8428 -0.1 -0.3 1.2 -0.730
H -2.6203 -0.9536 1.1065 0.0 0.1 0.0 0.217
H -2.3972 -1.6442 -0.4868 0.0 0.0 -0.2 0.210
H -1.9025 -2.5487 0.9242 0.0 -0.3 0.1 0.217
H 0.2207 -1.5246 -0.0159 -0.3 -0.4 0.1 0.209
H -0.2400 -0.7162 1.4756 0.1 0.1 0.1 0.221
H 3.0298 1.4248 -0.4194 0.2 0.0 -0.1 0.215
H 2.2866 2.9195 -1.0071 0.1 0.1 -0.6 0.221
H 1.8177 1.2663 -1.6844 -0.1 0.3 -0.4 0.236